# 1
2 unconnected molecules or ions with the total composition CHNO6S in a non-equilibrium geometry. Source: the OMol25 dataset; level of theory: the ωB97M-V functional and the def2-TZVPD basis.

Geometry as XYZ:
```
10
Properties=species:S:1:pos:R:3:forces:R:3
C 1.2097 -1.0077 -0.0648 0.5 -0.5 -0.5
N 0.5838 -0.1593 0.9254 -2.3 1.6 -0.6
O 1.8455 -0.4126 -0.9757 0.3 0.3 -0.4
O -1.2912 1.2520 -1.1516 0.3 -0.3 0.4
O 1.1315 -2.2260 0.1275 -0.3 -0.4 0.2
O -2.2430 -0.9125 -0.4625 0.6 0.4 0.2
O -2.2563 0.9775 1.0941 0.6 -0.2 -0.3
O 1.0894 1.1337 0.7340 0.4 -0.3 -0.2
S -1.5747 0.3326 -0.0442 0.2 -0.6 0.7
H 1.5052 1.0222 -0.1822 -0.2 0.0 0.5
```
Positions in Å, forces in eV/Å.

Output
- orbital gap (spin up / spin down) (eV) = 6.4 / 6.6
- molar mass (g mol⁻¹) = 155.1
- electronic energy (eV) = -25661.4172
- charge = -2
- HOMO (spin up / spin down) (hartree) = 0.0021 / -0.0068
- relative energy (zero: lowest compared OMol25 entry of this formula, charge and spin) (kcal/mol) = 17.06

# 2
2 unconnected molecules or ions with the total composition CHNOS in a non-equilibrium geometry. Source: the OMol25 dataset; level of theory: the ωB97M-V functional and the def2-TZVPD basis.

Geometry as XYZ:
```
5
Properties=species:S:1:pos:R:3:forces:R:3
C -0.9354 -1.1824 0.5160 -0.1 -0.1 -1.1
N -0.2052 -0.4958 -0.0532 -0.8 -0.8 1.0
O 1.0573 2.3686 -0.3729 -0.5 0.7 0.3
S 1.7923 1.2071 -0.8741 0.9 -0.4 -0.5
H -1.7091 -1.8976 0.7842 0.6 0.5 0.3
```
Positions in Å, forces in eV/Å.

Output
- orbital gap (spin up / spin down) (eV) = 7.7 / 7.7
- molar mass (g mol⁻¹) = 75.1
- SMILES = C#N.O=S
- electronic energy (eV) = -15423.0103
- charge = 0
- HOMO (spin up / spin down) (hartree) = -0.3104 / -0.3099
- relative energy (zero: lowest compared OMol25 entry of this formula, charge and spin) (kcal/mol) = 28.39

# 3
2 unconnected molecules or ions with the total composition CHNS2 in a non-equilibrium geometry. Source: the OMol25 dataset; level of theory: the ωB97M-V functional and the def2-TZVPD basis.

Geometry as XYZ:
```
5
Properties=species:S:1:pos:R:3:forces:R:3
C 2.7134 -0.5325 -0.0854 0.9 -2.6 0.0
N 2.9808 -1.6745 -0.0943 -0.6 1.0 0.0
S -0.5899 1.3988 -0.2995 3.2 0.6 -1.5
S 2.6966 1.0756 -0.0409 -2.1 1.7 0.0
H 0.1741 1.9114 -1.4220 -1.4 -0.7 1.5
```
Positions in Å, forces in eV/Å.

Output
- orbital gap (spin up / spin down) (eV) = 5.3 / 5.3
- molar mass (g mol⁻¹) = 91.2
- electronic energy (eV) = -24209.6083
- charge = 0
- HOMO (spin up / spin down) (hartree) = -0.3619 / -0.3614
- relative energy (zero: lowest compared OMol25 entry of this formula, charge and spin) (kcal/mol) = 71.77

# 4
A molecular structure, CHO2Yb in a non-equilibrium geometry. Source: the OMol25 dataset; level of theory: the ωB97M-V functional and the def2-TZVPD basis.

Geometry as XYZ:
```
5
Properties=species:S:1:pos:R:3:forces:R:3
H 0.3004 -0.1445 -1.6383 0.6 0.3 0.3
O -0.6672 0.8506 -0.1610 0.3 0.8 0.0
C 0.1873 0.0073 -0.5453 -1.7 -1.1 0.0
O 0.6563 -0.8431 0.2568 0.8 0.1 0.0
Yb -0.4768 0.1297 2.0878 0.0 0.0 -0.3
```
Positions in Å, forces in eV/Å.

Output
- orbital gap (spin up / spin down) (eV) = 5.7 / 8.1
- molar mass (g mol⁻¹) = 218.1
- electronic energy (eV) = -36676.9084
- <S²> = 0.7508
- charge = 0
- HOMO (spin up / spin down) (hartree) = -0.2028 / -0.3036
- spin multiplicity = 2
- relative energy (zero: lowest compared OMol25 entry of this formula, charge and spin) (kcal/mol) = 0.00

# 5
A molecular structure, CHO2Zn in a non-equilibrium geometry. Source: the OMol25 dataset; level of theory: the ωB97M-V functional and the def2-TZVPD basis.

Geometry as XYZ:
```
5
Properties=species:S:1:pos:R:3:forces:R:3
O 1.0454 -0.4802 -0.9882 -0.9 1.9 0.5
C 0.2902 -0.8447 -0.0547 1.3 1.7 -1.9
O -0.3565 0.1544 0.3738 -2.2 -0.1 2.5
Zn -1.6653 0.5347 1.5741 -0.5 0.0 0.5
H 0.6863 0.6358 -0.9051 2.3 -3.4 -1.6
```
Positions in Å, forces in eV/Å.

Output
- orbital gap (spin up / spin down) (eV) = 8.2 / 9.3
- molar mass (g mol⁻¹) = 110.4
- electronic energy (eV) = -53539.6207
- <S²> = 0.7544
- charge = +2
- HOMO (spin up / spin down) (hartree) = -0.8425 / -0.8821
- spin multiplicity = 2
- relative energy (zero: lowest compared OMol25 entry of this formula, charge and spin) (kcal/mol) = 0.00

# 6
A single CHO3PS molecule in a non-equilibrium geometry. Source: the OMol25 dataset; level of theory: the ωB97M-V functional and the def2-TZVPD basis.

Geometry as XYZ:
```
7
Properties=species:S:1:pos:R:3:forces:R:3
C -0.2790 -0.4017 0.0066 0.5 -2.7 1.9
O -2.7590 0.2024 -0.0587 -0.2 0.0 0.1
O 2.4956 -0.7482 0.2209 -0.6 -0.4 0.3
O 1.5427 1.4299 -0.5091 -0.5 -2.2 0.9
P -1.4752 0.9218 -0.1601 -0.1 0.5 -0.3
S 1.3474 0.0610 -0.0149 -1.8 1.7 -1.2
H -0.8724 -1.4651 0.5153 2.7 3.1 -1.7
```
Positions in Å, forces in eV/Å.

Output
- orbital gap (eV) = 8.5
- molar mass (g mol⁻¹) = 124.1
- SMILES = O=PC=S(=O)=O
- electronic energy (eV) = -27316.3850
- charge = 0
- HOMO (hartree) = -0.3755
- relative energy (zero: lowest compared OMol25 entry of this formula, charge and spin) (kcal/mol) = 86.53